DFT (the ωB97M-V functional and the def2-TZVPD basis) results for an isolated ion of composition C8H12F3N4O2 and charge -1 in a non-equilibrium geometry.

Results
SMILES string	C#CC[C@H](C(=O)[O-])N(CC(N)(N)N)C(F)(F)F
energy relative to the best compared isomer or geometry (same formula, charge and spin)	185.1	kcal/mol
charge	-1
E_tot	-26691.4332	eV
2S+1	1

XYZ file:
```
29
Properties=species:S:1:pos:R:3:mulliken_charge:R:1
C -4.05 -2.83 -0.43 -0.60
C -3.00 -1.95 -0.03 -0.27
C -1.92 -0.73 0.37 -0.13
C -0.38 -1.38 0.45 0.14
C -0.02 -1.45 2.04 -0.05
O 0.36 -2.64 2.56 -0.69
O -0.04 -0.29 2.98 -0.68
N 0.60 -0.79 -0.47 0.25
C 1.61 0.16 0.01 -1.24
C 1.20 1.74 0.13 0.66
N 1.98 2.32 1.33 -0.73
N -0.25 2.03 0.40 -0.71
N 1.61 2.59 -1.07 -0.61
C 0.30 -0.81 -1.93 0.67
F -0.06 0.52 -2.53 -0.27
F 1.54 -1.25 -2.68 -0.32
F -0.75 -1.81 -2.35 -0.27
H -4.92 -3.27 -1.11 0.29
H -2.03 0.08 -0.47 0.21
H -2.20 -0.32 1.46 0.41
H -0.55 -2.52 0.11 0.44
H 2.51 0.14 -0.78 0.36
H 2.16 -0.11 1.04 0.38
H 3.01 2.18 1.20 0.25
H 1.63 1.92 2.23 0.34
H -0.87 1.92 -0.44 0.29
H -0.63 1.58 1.25 0.33
H 0.78 2.82 -1.67 0.31
H 2.39 2.15 -1.61 0.26
```


DFT (the ωB97M-V functional and the def2-TZVPD basis) results for one molecule with the formula C8H12FN in a non-equilibrium geometry.

Results
energy relative to the best compared isomer or geometry (same formula, charge and spin)	87.3	kcal/mol
E_tot	-12693.7891	eV
2S+1	1

XYZ file:
```
22
Properties=species:S:1:pos:R:3:mulliken_charge:R:1
C -0.30 -2.16 0.16 -0.43
C -1.13 -0.91 -0.16 -0.98
C 0.11 1.31 -0.32 -0.93
C 2.10 -0.20 -0.84 -0.40
C -0.81 0.39 0.48 0.70
C 1.85 -1.11 0.31 -0.38
C 1.53 0.94 -0.22 0.23
C -2.08 1.12 0.52 -1.60
N 0.94 -2.01 0.48 -0.47
F 2.21 1.71 0.66 -0.33
H -0.75 -3.10 0.34 0.46
H -1.30 -0.83 -1.24 0.32
H -2.00 -1.23 0.24 0.53
H -0.17 1.42 -1.43 0.34
H 0.12 2.33 0.08 0.43
H 3.11 -0.11 -1.03 0.39
H 1.57 -0.56 -1.87 0.25
H -0.41 0.12 1.46 0.39
H 2.68 -1.22 0.95 0.40
H -2.42 1.33 -0.52 0.33
H -1.99 2.19 0.88 0.38
H -2.88 0.58 1.08 0.38
```


DFT (the ωB97M-V functional and the def2-TZVPD basis) results for a 2-piece molecular cluster, C8H12FO2 overall in a non-equilibrium geometry.

Results
energy relative to the best compared isomer or geometry (same formula, charge and spin)	73.3	kcal/mol
charge	-1
E_tot	-15300.0779	eV
2S+1	1

XYZ file:
```
23
Properties=species:S:1:pos:R:3:mulliken_charge:R:1
C 2.34 1.10 0.01 0.43
C 0.96 0.68 -0.02 -0.10
C -0.25 -0.04 -0.68 1.11
C -0.15 0.11 0.84 1.47
C -0.02 -1.24 -1.59 -1.59
C -1.04 1.00 -1.45 -1.83
C 0.03 -1.20 1.61 -1.56
C -1.21 1.08 1.47 -1.51
O 3.55 0.97 0.02 -0.59
O 1.43 2.13 -0.03 -0.52
F 1.80 -2.77 0.18 -0.91
H 0.35 -1.01 -2.66 0.34
H -0.90 -1.73 -1.60 0.53
H 0.82 -2.03 -1.14 0.30
H -0.88 1.04 -2.55 0.42
H -0.97 2.06 -1.18 0.35
H -2.06 0.69 -1.27 0.37
H -0.90 -1.78 1.44 0.28
H 0.16 -1.12 2.64 0.52
H 0.99 -1.60 1.42 0.39
H -1.22 1.96 0.74 0.20
H -0.81 1.26 2.39 0.51
H -2.03 0.45 1.41 0.39
```


DFT (the ωB97M-V functional and the def2-TZVPD basis) results for C8H12FO4Tl2 as an isolated structure in a non-equilibrium geometry.

Results
charge	+5
E_tot	-28707.7923	eV
2S+1	1

XYZ file:
```
27
Properties=species:S:1:pos:R:3:mulliken_charge:R:1
Tl 17.84 18.92 -10.03 1.00
Tl 16.14 19.73 -4.05 0.99
F 16.42 17.05 -6.92 -0.26
O 12.48 17.03 -4.98 -0.21
C 12.10 16.50 -6.01 0.51
O 12.38 17.09 -7.23 -0.15
C 11.99 16.22 -8.32 -0.23
C 11.32 15.00 -7.60 -0.48
C 11.04 15.40 -6.20 -0.15
H 12.90 15.95 -8.86 0.33
H 11.20 16.80 -8.79 0.38
H 11.97 14.13 -7.57 0.35
H 10.50 14.61 -8.20 0.42
H 11.17 14.54 -5.54 0.33
H 10.08 15.90 -6.04 0.36
O 14.24 12.48 -2.22 -0.08
C 15.50 12.52 -2.30 0.61
O 16.32 12.09 -1.28 -0.03
C 17.75 12.43 -1.56 -0.18
C 17.72 13.30 -2.78 -0.31
C 16.38 12.98 -3.41 -0.37
H 18.31 11.50 -1.65 0.36
H 18.22 12.89 -0.69 0.36
H 18.50 13.08 -3.51 0.38
H 17.75 14.36 -2.53 0.35
H 16.50 12.20 -4.16 0.37
H 15.91 13.79 -3.95 0.35
```


DFT (the ωB97M-V functional and the def2-TZVPD basis) results for a 2-piece molecular cluster, C8H12IO6P overall in a non-equilibrium geometry.

Results
E_tot	-38160.8611	eV
2S+1	1

XYZ file:
```
28
Properties=species:S:1:pos:R:3:mulliken_charge:R:1
C -0.52 -2.06 1.20 -0.87
C -0.04 -1.72 -0.16 0.43
O -0.38 -0.76 -0.77 -0.40
O 0.92 -2.62 -0.67 -0.30
C 2.17 -2.22 -0.31 0.26
O 2.95 -2.92 0.26 -0.45
C 2.50 -0.77 -0.70 -0.43
P 2.46 0.28 0.77 0.02
C 1.00 1.36 0.63 0.01
C 0.36 1.59 1.98 0.22
O 0.85 1.21 3.01 -0.51
I -1.48 2.62 1.88 0.25
H -1.22 -1.29 1.50 0.32
H -1.05 -3.01 1.15 0.37
H 0.29 -2.18 1.91 0.32
H 1.71 -0.40 -1.36 0.39
H 3.46 -0.74 -1.19 0.52
H 3.59 1.08 0.86 0.18
H 2.34 -0.52 1.89 0.20
H 1.31 2.31 0.21 0.60
H 0.27 0.92 -0.05 -0.14
C -2.46 1.20 -1.85 -0.32
C -3.90 1.69 -1.55 0.43
O -4.23 1.65 -0.34 -0.71
O -4.55 2.06 -2.54 -0.73
H -1.98 0.89 -0.92 -0.16
H -2.48 0.35 -2.54 0.23
H -1.87 2.00 -2.31 0.24
```


DFT (the ωB97M-V functional and the def2-TZVPD basis) results for C8H12MoN4OSe3Te as an isolated structure.

Results
energy relative to the best compared isomer or geometry (same formula, charge and spin)	1.5	kcal/mol
charge	+2
E_tot	-221673.2883	eV
2S+1	1

XYZ file:
```
30
Properties=species:S:1:pos:R:3:mulliken_charge:R:1
Mo -0.87 0.73 -0.29 0.98
Se -2.39 2.00 -1.59 0.17
Se -4.10 3.07 -0.45 0.00
Te -4.10 2.05 1.79 0.17
Se -1.85 0.91 1.76 0.12
N 1.19 -2.90 0.91 -0.11
C 2.12 -2.15 1.57 -0.75
C 1.76 -0.85 1.38 -0.37
N 0.62 -0.80 0.61 0.15
C 0.30 -2.06 0.35 0.24
C -0.85 -2.29 -0.47 0.10
N -1.53 -1.22 -0.90 0.09
C -2.57 -1.69 -1.67 -0.41
C -2.51 -3.05 -1.70 -0.65
N -1.43 -3.41 -0.94 -0.12
H 1.18 -3.91 0.87 0.21
H 2.93 -2.60 2.11 0.42
H 2.24 0.03 1.77 0.51
H -3.27 -1.02 -2.13 0.45
H -3.14 -3.78 -2.18 0.41
H -1.13 -4.36 -0.78 0.21
C 2.39 3.79 0.05 -1.50
C 1.93 2.37 0.28 -0.03
O 0.64 2.15 -0.40 -0.38
H 3.31 3.95 0.60 0.38
H 1.65 4.50 0.40 0.39
H 2.60 3.97 -1.01 0.45
H 1.72 2.17 1.33 0.25
H 2.62 1.63 -0.12 0.38
H 0.56 2.76 -1.15 0.25
```


DFT (the ωB97M-V functional and the def2-TZVPD basis) results for an isolated ion of composition C8H12N and charge +1 in a non-equilibrium geometry.

Results
energy relative to the best compared isomer or geometry (same formula, charge and spin)	73.5	kcal/mol
charge	+1
E_tot	-9968.5547	eV
2S+1	1

XYZ file:
```
21
Properties=species:S:1:pos:R:3:mulliken_charge:R:1
C 2.27 0.76 3.67 0.37
C 1.64 0.75 2.64 -0.91
C -0.93 1.40 0.10 0.11
C -0.27 1.26 1.32 -0.43
C -0.50 1.02 -1.18 -0.83
C -1.33 -0.47 -1.56 -0.72
C 1.11 1.03 1.39 -0.07
C 0.31 -2.16 -1.29 -1.02
N -0.87 -1.51 -0.85 -0.07
H 2.85 0.76 4.48 0.50
H -2.01 1.85 0.25 0.29
H -0.73 1.47 2.29 0.40
H -0.88 1.60 -2.08 0.34
H 0.49 0.84 -1.39 0.46
H -2.39 -0.18 -1.47 0.45
H -1.18 -0.57 -2.78 0.32
H 1.84 1.02 0.67 0.48
H 0.58 -2.80 -0.53 0.38
H 0.17 -2.83 -2.22 0.28
H 1.05 -1.51 -1.51 0.37
H -1.22 -1.72 0.06 0.29
```


DFT (the ωB97M-V functional and the def2-TZVPD basis) results for a 2-piece molecular cluster, C8H12N2O overall in a non-equilibrium geometry.

Results
SMILES string	C[C@H]1CC1=O.Cc1cn[nH]c1
energy relative to the best compared isomer or geometry (same formula, charge and spin)	83.6	kcal/mol
E_tot	-13514.7870	eV
2S+1	1

XYZ file:
```
23
Properties=species:S:1:pos:R:3:mulliken_charge:R:1
C 1.42 1.74 -2.57 -0.63
C 0.24 1.49 -1.83 1.04
C 0.23 2.30 -0.73 -0.79
C -1.38 -0.27 1.41 -0.55
C -0.24 -0.99 2.14 0.17
C -0.50 0.51 2.25 0.67
C -0.88 0.64 -2.20 -1.26
C -0.63 -1.98 3.27 -1.37
N 2.07 2.66 -1.85 -0.75
N 1.44 2.88 -0.73 0.29
O 0.00 1.59 2.55 -0.55
H 1.77 1.37 -3.51 0.44
H -1.33 -0.13 0.32 -0.08
H -2.36 -0.41 1.73 0.32
H 0.57 -1.48 1.55 0.33
H -1.22 0.93 -3.16 0.37
H -0.64 -0.51 -2.15 0.23
H -1.63 0.77 -1.43 0.36
H -1.03 -2.99 2.85 0.26
H -1.44 -1.54 3.88 0.30
H 0.03 -2.14 4.01 0.45
H 1.83 3.63 -0.28 0.19
H -0.39 2.28 0.14 0.55
```


DFT (the ωB97M-V functional and the def2-TZVPD basis) results for a 2-piece molecular cluster, C8H12N2O overall in a non-equilibrium geometry.

Results
SMILES string	CNC(C)=O.c1ccncc1
energy relative to the best compared isomer or geometry (same formula, charge and spin)	70.1	kcal/mol
E_tot	-13515.3757	eV
2S+1	1

XYZ file:
```
23
Properties=species:S:1:pos:R:3:mulliken_charge:R:1
C -1.47 -1.77 -1.57 -0.71
C -2.00 -0.66 -0.65 0.51
C -3.61 0.32 0.86 -0.85
C 1.06 0.94 -0.23 -0.16
C 1.19 -0.28 0.49 -0.35
C 2.42 -0.74 1.05 -0.50
C 3.52 0.03 0.97 -0.41
C 3.34 1.22 0.18 -0.22
H -2.04 -2.82 -1.56 0.31
H -0.37 -1.96 -1.22 0.26
H -1.63 -1.03 -2.54 0.23
H -3.64 -1.54 0.09 0.26
H -2.89 1.13 0.81 0.35
H -4.74 0.68 0.76 0.23
H -3.39 -0.10 1.90 0.27
H 0.17 1.36 -0.69 0.81
H 0.39 -0.95 0.45 0.33
H 2.32 -1.81 1.41 0.29
H 4.32 -0.43 1.55 0.33
H 4.08 2.09 -0.13 0.31
N -3.31 -0.62 -0.14 -0.21
N 2.12 1.72 -0.28 -0.52
O -1.35 0.40 -0.57 -0.59
```


DFT (the ωB97M-V functional and the def2-TZVPD basis) results for a 2-piece molecular cluster, C8H12N2O overall in a non-equilibrium geometry.

Results
SMILES string	CC#CC1=NCCC=CO1.N
energy relative to the best compared isomer or geometry (same formula, charge and spin)	130.2	kcal/mol
E_tot	-13512.7664	eV
2S+1	1

XYZ file:
```
23
Properties=species:S:1:pos:R:3:mulliken_charge:R:1
C -0.59 -1.23 0.06 -0.23
C -0.97 -2.40 -0.08 0.34
C 0.08 -0.07 0.44 0.57
C 0.90 2.75 1.05 -0.50
C 0.60 2.48 2.53 -0.29
C 1.65 1.70 0.22 -0.56
C -0.05 1.39 2.92 -0.28
C -1.87 -3.45 -0.54 -0.94
N 0.90 0.59 -0.23 -0.43
N -0.11 -1.56 -3.65 -0.57
O -0.26 0.26 1.93 -0.43
H -0.04 2.89 0.37 0.26
H 1.39 3.82 1.04 0.31
H 0.78 3.22 3.39 0.25
H 0.87 -1.47 -3.71 0.18
H 2.06 2.08 -0.82 0.31
H 2.54 1.57 0.75 0.29
H -0.45 1.04 3.78 0.51
H -2.58 -3.63 0.39 0.27
H -2.53 -3.10 -1.45 0.25
H -1.20 -4.28 -0.75 0.30
H -0.50 -1.66 -4.57 0.20
H -0.62 -0.92 -3.07 0.20
```


What did the seventh record say?
DFT (the ωB97M-V functional and the def2-TZVPD basis) results for an isolated ion of composition C8H12N and charge +1 in a non-equilibrium geometry.

Results
energy relative to the best compared isomer or geometry (same formula, charge and spin)	73.5	kcal/mol
charge	+1
E_tot	-9968.5547	eV
2S+1	1

XYZ file:
```
21
Properties=species:S:1:pos:R:3:mulliken_charge:R:1
C 2.27 0.76 3.67 0.37
C 1.64 0.75 2.64 -0.91
C -0.93 1.40 0.10 0.11
C -0.27 1.26 1.32 -0.43
C -0.50 1.02 -1.18 -0.83
C -1.33 -0.47 -1.56 -0.72
C 1.11 1.03 1.39 -0.07
C 0.31 -2.16 -1.29 -1.02
N -0.87 -1.51 -0.85 -0.07
H 2.85 0.76 4.48 0.50
H -2.01 1.85 0.25 0.29
H -0.73 1.47 2.29 0.40
H -0.88 1.60 -2.08 0.34
H 0.49 0.84 -1.39 0.46
H -2.39 -0.18 -1.47 0.45
H -1.18 -0.57 -2.78 0.32
H 1.84 1.02 0.67 0.48
H 0.58 -2.80 -0.53 0.38
H 0.17 -2.83 -2.22 0.28
H 1.05 -1.51 -1.51 0.37
H -1.22 -1.72 0.06 0.29
```